Entry 1:
{"formula": "C24H45AsCsF6NO10S5", "method": "wB97M-V/def2-TZVPD", "symbols": ["Cs", "As", "F", "F", "F", "F", "F", "F", "C", "C", "C", "S", "O", "O", "C", "H", "H", "H", "H", "H", "H", "H", "H", "C", "C", "C", "S", "O", "O", "C", "H", "H", "H", "H", "H", "H", "H", "H", "C", "C", "C", "S", "O", "O", "C", "H", "H", "H", "H", "H", "H", "H", "H", "C", "C", "C", "S", "O", "O", "C", "H", "H", "H", "H", "H", "H", "H", "H", "C", "C", "C", "S", "O", "O", "C", "H", "H", "H", "H", "H", "H", "H", "H", "N", "C", "C", "C", "C", "H", "H", "H", "H", "H"], "positions_angstrom": [[12.930, 0.196, 4.909], [9.554, -1.667, 4.513], [7.898, -1.396, 5.027], [9.367, -0.337, 3.430], [11.215, -1.953, 4.064], [9.739, -2.948, 5.696], [9.039, -2.729, 3.233], [10.154, -0.514, 5.760], [9.935, -7.528, 5.641], [9.600, -6.294, 4.767], [10.948, -5.709, 4.342], [11.929, -7.185, 3.900], [13.297, -7.097, 4.368], [11.703, -7.500, 2.486], [10.921, -8.358, 4.814], [9.124, -8.156, 6.000], [10.466, -7.103, 6.499], [9.015, -5.588, 5.352], [9.056, -6.617, 3.877], [11.463, -5.319, 5.220], [10.772, -5.027, 3.517], [11.560, -9.035, 5.374], [10.374, -8.841, 4.007], [11.769, -5.559, -0.211], [11.672, -5.657, -1.714], [10.259, -5.287, -2.073], [9.721, -3.937, -0.978], [8.378, -4.211, -0.508], [9.978, -2.650, -1.553], [11.014, -4.344, 0.323], [12.794, -5.549, 0.162], [11.382, -6.479, 0.242], [11.806, -6.678, -2.068], [12.431, -4.988, -2.129], [9.570, -6.022, -1.626], [9.917, -5.316, -3.105], [10.526, -4.256, 1.292], [11.659, -3.460, 0.316], [5.938, 0.295, 2.341], [6.149, 1.829, 2.485], [5.751, 2.546, 1.190], [5.677, 1.276, -0.105], [6.824, 1.526, -0.974], [4.355, 1.087, -0.677], [6.117, -0.173, 0.903], [4.887, 0.148, 2.619], [6.518, -0.276, 3.064], [7.233, 1.934, 2.615], [5.802, 2.287, 3.410], [6.552, 3.199, 0.856], [4.810, 3.079, 1.301], [7.147, -0.427, 0.668], [5.422, -0.997, 0.770], [5.433, -3.167, 4.535], [5.523, -4.399, 3.680], [4.757, -4.172, 2.410], [3.291, -3.207, 3.021], [2.155, -4.096, 3.247], [3.140, -2.063, 2.145], [4.005, -2.667, 4.667], [6.025, -2.313, 4.195], [5.830, -3.291, 5.546], [5.135, -5.236, 4.267], [6.591, -4.572, 3.521], [4.255, -5.038, 1.979], [5.270, -3.641, 1.613], [3.493, -3.163, 5.492], [3.797, -1.604, 4.758], [10.773, 0.551, 9.313], [9.515, -0.310, 9.191], [9.723, -1.618, 9.993], [11.538, -1.860, 10.091], [12.018, -3.000, 9.346], [11.835, -1.820, 11.512], [11.998, -0.325, 9.253], [10.712, 1.132, 10.236], [10.774, 1.333, 8.549], [9.296, -0.562, 8.150], [8.587, 0.152, 9.529], [9.279, -2.488, 9.521], [9.426, -1.467, 11.025], [12.356, -0.730, 8.305], [12.890, 0.108, 9.708], [11.118, 3.643, 0.654], [10.326, 2.820, -0.091], [9.561, 2.052, 0.760], [9.911, 2.423, 2.091], [10.931, 3.343, 1.975], [11.831, 4.239, 0.281], [10.260, 2.886, -1.165], [8.907, 1.268, 0.423], [9.634, 2.097, 3.080], [11.560, 3.947, 2.615]], "atomic_forces_ev_per_a": [[-0.25, -0.05, -0.11], [-1.60, -0.28, 0.71], [0.90, -0.19, 0.07], [0.60, 0.09, 0.04], [0.41, 0.29, -0.26], [-0.26, 0.42, -0.59], [0.21, -0.03, 0.65], [0.00, -0.32, -0.51], [1.06, 0.60, -0.10], [-0.15, -0.94, 0.34], [-0.32, -0.92, 0.50], [-0.19, 0.15, -1.55], [-0.65, 0.08, 0.14], [0.23, 0.41, 0.93], [-0.26, 0.25, 0.04], [-0.28, 0.24, -0.13], [-0.11, -0.34, 0.25], [-0.04, 0.20, -0.26], [-0.18, 0.19, 0.03], [0.00, 0.53, -0.24], [0.71, 0.15, -0.03], [-0.03, -0.06, -0.05], [0.14, -0.40, 0.12], [-0.16, -1.10, 1.84], [0.10, 0.42, -0.34], [-1.63, -0.58, 0.91], [0.31, -0.57, 0.12], [0.53, -0.09, 0.03], [0.35, 0.51, -0.09], [-0.37, 1.50, -1.24], [0.06, 0.19, -0.24], [-0.25, 0.17, -0.06], [0.51, 0.06, 0.09], [-0.23, -0.11, -0.49], [0.44, -0.38, 0.00], [0.39, 0.96, -0.13], [-0.12, -0.95, 0.02], [0.00, 0.00, -0.33], [-1.49, 0.75, 0.87], [2.16, -0.62, -0.20], [-0.12, -0.25, 0.50], [0.50, -0.86, -0.91], [-0.93, 0.02, 0.32], [0.74, 0.52, 0.52], [-0.18, 0.63, 0.84], [0.02, -0.41, -0.16], [0.26, 0.10, -0.11], [0.01, 0.21, -0.31], [-0.77, -0.23, -0.16], [-0.18, 0.18, -0.07], [-0.11, -0.10, -0.35], [-0.03, -0.07, -0.15], [0.07, 0.03, -0.65], [0.33, 2.19, 1.34], [1.02, -0.46, 0.46], [-1.59, 0.03, 0.33], [-0.24, 0.05, 0.08], [1.00, 0.56, -0.17], [-0.07, -0.10, 0.38], [-0.85, -1.05, -0.96], [0.14, -0.41, -0.62], [0.05, -0.47, -0.09], [-0.10, -0.11, -0.29], [-0.13, -0.26, -0.27], [0.31, -0.22, 0.07], [0.03, 0.33, 0.23], [-0.29, -0.23, -0.36], [0.45, 0.12, -0.21], [-0.73, 0.92, -0.28], [-0.47, -1.06, -0.43], [0.74, 0.70, -0.57], [-0.60, -0.58, 1.52], [-0.17, 0.45, -0.30], [0.23, 0.39, -0.66], [0.76, -0.57, 0.27], [0.38, -0.34, 0.25], [0.07, -0.21, -0.20], [0.37, -0.01, -0.05], [0.28, 0.39, 0.22], [-0.05, -0.06, 0.14], [-0.06, -0.34, 0.08], [-0.61, 0.39, -0.46], [-0.18, -0.10, 0.40], [-0.13, -0.85, -0.30], [-0.76, -0.14, -0.04], [0.35, 0.08, -0.01], [1.36, 0.35, 0.30], [0.37, 1.21, -0.34], [0.01, 0.11, 0.03], [0.19, -0.06, 0.00], [-0.27, 0.14, 0.08], [-0.52, -0.44, -0.29], [-0.45, -0.35, 0.67]], "lowdin_charge": [1.006, 0.757, -0.247, -0.238, -0.388, -0.246, -0.235, -0.390, -0.205, -0.221, -0.212, 0.698, -0.329, -0.350, -0.227, 0.114, 0.117, 0.107, 0.119, 0.105, 0.082, 0.106, 0.100, -0.238, -0.226, -0.235, 0.680, -0.344, -0.330, -0.178, 0.118, 0.098, 0.121, 0.121, 0.101, 0.112, 0.076, 0.096, -0.213, -0.200, -0.204, 0.704, -0.356, -0.325, -0.195, 0.104, 0.087, 0.080, 0.112, 0.091, 0.101, 0.097, 0.092, -0.262, -0.232, -0.188, 0.711, -0.345, -0.345, -0.188, 0.081, 0.118, 0.125, 0.112, 0.099, 0.103, 0.098, 0.095, -0.220, -0.204, -0.187, 0.684, -0.326, -0.334, -0.231, 0.122, 0.112, 0.096, 0.116, 0.103, 0.097, 0.078, 0.109, -0.001, -0.116, -0.086, -0.116, -0.162, 0.142, 0.116, 0.080, 0.076, 0.100], "total_energy_ev": -179451.93513, "relative_energy_kj_mol": 0.00, "spin_multiplicity": 1, "homo_lumo_gap_ev": 7.18, "homo_ev": -8.516}

Entry 2:
{"formula": "C37H45BN12O2S4Ta", "method": "wB97M-V/def2-TZVPD", "symbols": ["Ta", "O", "C", "N", "C", "O", "C", "C", "C", "C", "C", "N", "C", "C", "C", "C", "C", "N", "H", "H", "H", "H", "H", "H", "H", "H", "C", "N", "C", "C", "N", "B", "N", "C", "C", "N", "C", "C", "S", "C", "S", "H", "H", "H", "H", "H", "H", "H", "H", "H", "H", "H", "H", "C", "C", "C", "C", "N", "C", "S", "N", "C", "H", "H", "H", "H", "H", "H", "H", "H", "C", "C", "C", "C", "N", "H", "H", "H", "H", "H", "H", "H", "H", "H", "N", "C", "S", "N", "C", "C", "C", "C", "C", "C", "H", "H", "H", "H", "H", "H", "H", "H"], "positions_angstrom": [[-0.362, 0.279, 0.747], [3.001, 0.005, 3.471], [2.224, -0.005, 2.550], [0.879, 0.312, 2.568], [0.227, 0.479, 3.780], [0.521, 0.042, 4.862], [-0.991, 1.339, 3.610], [-1.773, 1.661, 4.694], [-2.870, 2.483, 4.495], [-3.120, 2.984, 3.224], [-2.288, 2.618, 2.187], [-1.243, 1.799, 2.372], [2.723, -0.305, 1.168], [4.052, -0.608, 0.988], [4.516, -0.805, -0.299], [3.633, -0.676, -1.363], [2.308, -0.385, -1.106], [1.855, -0.220, 0.146], [-1.514, 1.252, 5.662], [-3.528, 2.729, 5.322], [-3.962, 3.639, 3.032], [-2.451, 2.968, 1.174], [4.694, -0.657, 1.855], [5.560, -1.041, -0.475], [3.973, -0.770, -2.388], [1.573, -0.285, -1.890], [-3.905, -1.455, -1.747], [-3.674, -2.269, -0.559], [-3.840, -3.639, -0.484], [-3.574, -3.986, 0.790], [-3.248, -2.842, 1.489], [-3.147, -2.755, 3.039], [-1.633, -2.676, 3.521], [-1.398, -2.875, 4.875], [-0.075, -3.019, 5.056], [0.505, -2.896, 3.811], [1.942, -3.026, 3.579], [-0.454, -2.667, 2.881], [-0.083, -2.401, 1.189], [-3.285, -1.803, 0.646], [-2.932, -0.147, 1.051], [-3.837, -2.089, -2.625], [-3.146, -0.699, -1.798], [-4.885, -0.983, -1.697], [-4.134, -4.229, -1.339], [-3.585, -4.955, 1.265], [-3.606, -3.791, 3.476], [-3.719, -1.770, 3.438], [-2.215, -2.919, 5.581], [0.510, -3.190, 5.947], [2.262, -4.034, 3.830], [2.474, -2.301, 4.185], [2.145, -2.838, 2.531], [3.717, -4.695, -3.240], [2.245, -4.606, -3.478], [1.543, -5.420, -4.304], [0.153, -5.193, -4.424], [-0.474, -4.224, -3.780], [0.223, -3.389, -2.965], [-0.476, -2.115, -2.129], [1.571, -3.630, -2.828], [-0.684, -6.071, -5.305], [4.135, -5.553, -3.758], [3.931, -4.791, -2.172], [4.215, -3.794, -3.607], [2.035, -6.216, -4.847], [2.061, -3.024, -2.191], [-0.074, -6.715, -5.937], [-1.335, -5.453, -5.924], [-1.328, -6.697, -4.681], [-1.077, 3.477, -1.343], [-0.763, 2.085, -1.903], [0.565, 2.120, -2.659], [-1.872, 1.698, -2.875], [-0.679, 1.135, -0.787], [-1.210, 4.196, -2.156], [-0.264, 3.816, -0.698], [-2.005, 3.434, -0.760], [0.533, 2.901, -3.428], [0.738, 1.155, -3.154], [1.391, 2.336, -1.972], [-1.928, 2.445, -3.673], [-2.838, 1.668, -2.361], [-1.668, 0.719, -3.326], [1.256, 4.150, 2.893], [1.460, 4.207, 1.553], [1.856, 2.806, 0.707], [1.275, 5.429, 1.023], [1.257, 5.860, -0.341], [0.415, 6.926, -0.637], [0.330, 7.411, -1.932], [1.089, 6.834, -2.943], [1.951, 5.789, -2.635], [2.049, 5.302, -1.336], [1.571, 3.311, 3.347], [1.238, 4.986, 3.454], [0.965, 6.137, 1.666], [-0.180, 7.378, 0.152], [-0.336, 8.239, -2.153], [1.018, 7.204, -3.958], [2.568, 5.348, -3.412], [2.739, 4.506, -1.100]], "atomic_forces_ev_per_a": [[-0.32, 0.29, 0.49], [0.07, 0.03, 0.33], [-0.54, 0.17, -0.12], [0.22, -0.21, 0.25], [0.13, 0.08, -0.56], [0.22, -0.10, 0.26], [-0.08, 0.25, -0.24], [-0.16, 0.07, 0.14], [-0.11, 0.05, 0.03], [-0.05, 0.10, 0.16], [0.28, -0.05, -0.21], [0.01, -0.64, -0.56], [-0.27, 0.00, -0.39], [0.22, -0.05, -0.04], [0.07, -0.07, -0.20], [0.21, -0.03, 0.00], [-0.27, 0.12, 0.35], [-0.30, 0.10, 0.19], [-0.01, 0.00, -0.05], [0.07, 0.00, -0.08], [0.08, -0.06, 0.01], [0.00, -0.12, 0.11], [-0.01, 0.00, 0.02], [-0.05, 0.04, 0.00], [-0.04, -0.02, 0.04], [0.02, -0.03, 0.04], [-0.19, -0.28, 0.17], [0.11, 0.13, -0.21], [-0.05, 0.31, -0.27], [0.12, 0.06, 0.39], [-0.13, 0.02, 0.12], [0.08, 0.01, -0.04], [-0.07, -0.13, 0.13], [-0.35, 0.01, -0.41], [0.32, -0.02, -0.14], [0.49, -0.02, 0.09], [-0.24, 0.03, 0.09], [-0.12, 0.30, 0.41], [-0.46, 0.14, -0.40], [-0.08, -0.43, -0.06], [0.30, -0.50, -0.13], [0.03, -0.03, 0.01], [0.33, 0.33, -0.07], [-0.04, -0.03, 0.02], [0.07, 0.14, 0.11], [-0.04, 0.17, -0.01], [0.12, 0.18, -0.02], [0.02, -0.10, -0.03], [0.13, 0.00, -0.16], [-0.05, 0.04, -0.16], [0.00, -0.08, 0.02], [0.04, 0.07, 0.09], [-0.03, -0.01, -0.08], [-0.02, 0.06, 0.06], [0.23, 0.07, 0.12], [0.00, -0.21, -0.18], [-0.28, 0.26, 0.13], [0.19, -0.04, -0.07], [-0.33, -0.19, -0.07], [0.06, -0.13, -0.30], [0.00, -0.01, -0.02], [-0.04, 0.01, 0.05], [0.01, -0.01, 0.00], [-0.01, 0.00, -0.05], [-0.02, -0.04, 0.02], [-0.06, 0.08, 0.05], [0.08, 0.11, 0.12], [-0.03, 0.04, 0.04], [0.04, -0.03, 0.05], [0.07, 0.06, -0.05], [0.02, -0.09, 0.25], [0.08, 0.00, 0.20], [0.18, -0.09, 0.01], [-0.13, -0.36, 0.03], [0.38, 0.12, 0.19], [0.03, -0.05, 0.07], [-0.18, -0.05, -0.08], [0.08, 0.08, -0.18], [0.01, -0.13, 0.10], [-0.02, 0.20, 0.03], [-0.13, -0.02, -0.18], [-0.01, -0.09, 0.05], [0.07, -0.03, -0.07], [-0.09, 0.12, 0.09], [0.06, -0.04, -0.01], [-0.05, -0.14, 0.03], [0.03, 0.26, 0.09], [0.10, -0.01, -0.41], [0.08, -0.03, 0.14], [-0.08, 0.05, 0.03], [-0.02, 0.04, -0.07], [0.00, -0.05, 0.04], [-0.02, 0.01, -0.01], [0.09, 0.06, 0.00], [0.04, -0.09, 0.06], [-0.01, 0.00, -0.02], [-0.06, 0.17, 0.09], [0.02, -0.06, -0.08], [0.08, -0.09, 0.04], [0.02, -0.02, 0.07], [-0.08, 0.05, 0.11], [-0.05, 0.02, -0.02]], "lowdin_charge": [1.404, 0.103, -0.508, -0.059, -0.452, 0.124, -0.209, 0.031, -0.010, -0.026, -0.163, -0.046, -0.260, 0.022, -0.019, -0.037, -0.158, -0.057, 0.132, 0.123, 0.120, 0.094, 0.132, 0.120, 0.115, 0.042, -0.041, -0.103, -0.027, -0.041, -0.026, -0.430, 0.019, -0.052, -0.039, -0.108, -0.014, -0.630, 0.595, -0.695, 0.662, 0.093, 0.021, 0.101, 0.130, 0.128, 0.081, 0.065, 0.131, 0.136, 0.100, 0.089, 0.046, -0.002, -0.269, 0.023, -0.296, 0.106, -0.788, 0.636, 0.105, -0.018, 0.088, 0.095, 0.093, 0.123, 0.119, 0.079, 0.090, 0.095, -0.051, -0.684, -0.061, -0.056, -0.210, 0.095, 0.029, 0.067, 0.091, 0.072, 0.033, 0.090, 0.081, 0.070, 0.104, -0.801, 0.755, 0.074, -0.257, -0.035, -0.076, -0.082, -0.073, -0.060, 0.089, 0.111, 0.140, 0.115, 0.110, 0.107, 0.111, 0.069], "total_energy_ev": -106647.09582, "relative_energy_kj_mol": 25.43, "spin_multiplicity": 1, "homo_lumo_gap_ev": 7.13, "charge": 1, "homo_ev": -9.980}